# 1
{"formula": "C17H24N2O", "method": "ωB97M-V/def2-TZVPD", "elements": ["N", "O", "C", "C", "C", "C", "C", "C", "C", "C", "C", "N", "C", "C", "C", "C", "C", "C", "C", "C", "H", "H", "H", "H", "H", "H", "H", "H", "H", "H", "H", "H", "H", "H", "H", "H", "H", "H", "H", "H", "H", "H", "H", "H"], "xyz": [[4.645222, -1.272089, 3.684822], [-0.444609, -0.145277, -2.707572], [3.753598, -1.471358, 2.764898], [2.928874, 0.269532, 3.713897], [2.662589, -0.483868, 2.677633], [-2.654645, 2.343833, -1.164159], [-1.487755, 1.711996, -1.555713], [-3.957482, 1.947504, -1.617572], [-1.537518, 0.620021, -2.385975], [-4.028930, 0.739311, -2.418552], [-2.780814, 0.270465, -2.962527], [4.104732, -0.174047, 4.322780], [3.882705, -2.487507, 1.714498], [2.146942, 1.396608, 4.423484], [-5.436929, 0.312052, -2.747566], [-2.852567, -1.061958, -3.744850], [0.744666, -0.138338, -2.016792], [1.405552, -0.542078, 1.796980], [0.511378, -0.540257, -0.574182], [1.711192, -0.165167, 0.283185], [-2.578514, 3.325013, -0.588349], [-0.543472, 2.042012, -1.041580], [-4.880274, 2.494225, -1.462120], [4.611396, 0.501371, 4.895061], [3.384601, -3.429813, 1.940195], [3.418001, -2.176289, 0.755230], [4.957897, -2.536780, 1.618332], [2.713511, 2.048625, 5.095261], [1.430119, 0.899521, 5.064149], [1.639993, 2.079049, 3.699815], [-5.381116, 0.032086, -3.840523], [-5.846606, -0.356626, -2.049966], [-6.178233, 1.146715, -2.671946], [-2.159326, -1.056146, -4.576967], [-3.862856, -1.298523, -4.086653], [-2.575152, -1.858221, -2.997657], [1.405740, -0.864954, -2.497618], [1.042489, 0.955787, -2.068307], [1.010673, -1.530096, 1.786102], [0.620949, 0.059421, 2.192314], [0.312264, -1.613905, -0.483828], [-0.347862, -0.048945, -0.097562], [1.942729, 0.884027, 0.057556], [2.546852, -0.826930, -0.127657]], "forces_ev_per_angstrom": [[-0.78, 1.59, 0.43], [-2.54, -0.94, -2.12], [-1.95, 0.50, -2.07], [1.12, 3.00, 3.60], [-0.42, -2.62, -1.09], [-2.31, 2.08, -0.18], [1.09, 0.61, 1.66], [2.50, -1.74, -0.52], [-0.10, 0.01, -0.52], [1.51, 3.45, 0.72], [-1.97, -2.49, 0.95], [-0.93, 1.04, 0.16], [0.05, -0.38, -0.69], [0.16, -0.19, -1.05], [0.62, 1.52, -2.58], [0.31, 0.17, 1.31], [-0.43, 1.99, 1.33], [2.69, 0.76, -1.24], [0.14, 0.09, 0.98], [0.26, -1.70, 0.00], [-0.05, -1.56, -0.62], [-0.97, -0.39, -0.85], [0.29, 0.06, 0.51], [0.28, -1.02, -0.21], [0.42, -0.24, 0.26], [0.56, 0.02, 0.72], [0.26, -0.98, -0.58], [0.42, -0.29, -0.27], [-0.51, 0.08, 0.02], [0.23, -0.73, 0.51], [-0.87, -0.42, 1.32], [-0.21, -1.76, 0.46], [0.96, -0.18, -0.21], [0.12, -0.24, -0.09], [0.24, 0.20, -0.04], [-0.04, 0.51, -0.98], [0.10, 0.57, -0.15], [0.89, -1.30, 0.17], [-0.19, -1.03, 0.00], [-0.51, 0.81, 0.31], [0.06, 0.03, -0.22], [-0.07, 0.01, -0.62], [0.22, -0.17, 0.64], [-0.65, 1.24, 0.81]], "homo_lumo_gap_ha": 0.330, "smiles": "Cc1cccc(OCCCCc2c(C)n[nH]c2C)c1C", "spin_multiplicity": 1, "homo_ev": -8.22, "lumo_ev": 0.8}

***

# 2
{"formula": "C2H8OS2", "method": "ωB97M-V/def2-TZVPD", "elements": ["S", "S", "H", "H", "C", "O", "C", "H", "H", "H", "H", "H", "H"], "xyz": [[2.717705, 0.920812, -0.088903], [1.590408, 2.247160, -1.277630], [1.691796, 0.793033, 0.841847], [0.453986, 1.578857, -1.335064], [-1.148383, -0.311350, -0.311648], [-0.167953, -0.562225, -1.304633], [-0.737581, -0.868242, 1.061755], [-2.154020, -0.693659, -0.637616], [-1.173606, 0.712129, -0.219012], [0.663608, -0.905002, -0.922060], [-0.612845, -1.951398, 1.170123], [-1.388569, -0.422630, 1.797903], [0.265454, -0.537486, 1.224938]], "forces_ev_per_angstrom": [[-1.60, 0.03, 0.38], [0.90, 0.61, 0.24], [1.21, 0.17, -0.49], [-0.27, -0.65, -0.21], [0.04, -2.99, 0.30], [0.40, -0.72, -0.42], [-0.09, -0.08, -0.84], [1.00, 0.28, 0.13], [-0.63, 2.58, 0.39], [-0.72, 0.29, -0.13], [-0.80, 0.06, -0.28], [-0.12, -0.22, 0.51], [0.69, 0.64, 0.43]], "homo_lumo_gap_ha": 0.336, "smiles": "CCO.SS", "spin_multiplicity": 1, "homo_ev": -8.94, "lumo_ev": 0.2}

***

# 3
{"formula": "C19H22N6O2", "method": "ωB97M-V/def2-TZVPD", "elements": ["N", "N", "N", "N", "O", "O", "C", "C", "C", "C", "C", "C", "C", "C", "N", "N", "C", "C", "C", "C", "C", "C", "C", "C", "C", "C", "C", "H", "H", "H", "H", "H", "H", "H", "H", "H", "H", "H", "H", "H", "H", "H", "H", "H", "H", "H", "H", "H", "H"], "xyz": [[4.208537, -1.088294, 2.428337], [3.101419, 0.936200, 2.880724], [2.581650, -2.074099, -0.586258], [-1.867465, 4.099783, 3.155698], [-2.930876, 3.453392, 2.436198], [-0.054578, -0.552012, -1.553927], [4.142329, -0.012764, 3.155313], [2.272945, 0.812402, 1.840296], [3.339621, -2.263532, 0.470251], [-0.756655, 3.500048, 2.775646], [2.497099, -0.305958, 0.896143], [-1.109250, 2.594039, 1.686560], [-2.471941, 2.543718, 1.644404], [2.122445, -0.785595, -0.354502], [3.308813, -1.270609, 1.423219], [1.364115, 1.884237, 1.526183], [4.071207, -3.621843, 0.669545], [-0.070949, 1.625599, 1.104186], [-0.112817, -1.280011, -2.797068], [0.601635, 3.601561, 3.217407], [1.637495, 3.177592, 2.096065], [-4.624230, 1.053611, 1.437732], [-4.869977, 2.160619, 0.480045], [1.359131, -1.368552, -3.340644], [-3.372500, 1.743967, 0.795403], [1.957527, -0.170616, -2.864643], [1.347820, -0.083118, -1.394262], [4.943161, -0.018400, 3.811233], [3.615985, -4.521162, 0.185427], [5.085031, -3.379833, 0.351830], [4.109908, -3.727348, 1.759508], [-0.268026, 0.708878, 1.612172], [-0.135671, 1.360705, 0.149347], [-0.720655, -0.646437, -3.564454], [-0.546443, -2.189701, -2.604134], [0.749889, 2.963635, 4.068946], [0.777615, 4.624933, 3.512199], [1.587770, 3.880501, 1.235820], [2.604586, 3.274694, 2.596497], [-4.777436, 1.236061, 2.501762], [-4.807017, -0.000998, 1.226109], [-5.323643, 2.040060, -0.489519], [-5.229149, 3.086497, 0.991406], [1.833611, -2.306322, -2.935443], [1.385518, -1.556879, -4.373638], [-2.757928, 1.239597, 0.019730], [1.624228, 0.672544, -3.475465], [3.011337, -0.089853, -2.840176], [1.494454, 0.968740, -1.037532]], "forces_ev_per_angstrom": [[0.75, -0.92, 0.61], [0.24, -0.02, 0.37], [0.73, 2.27, 1.90], [0.20, -0.47, 0.41], [-0.41, 2.02, 1.99], [1.91, 0.57, -0.01], [-4.28, -0.79, -5.01], [0.87, 1.06, -0.23], [0.56, -3.95, 0.33], [-3.93, -1.40, -3.13], [-1.25, 1.37, 0.05], [2.00, -0.94, 0.54], [1.40, -0.23, -1.65], [-1.04, -0.48, -0.34], [0.48, -0.76, -0.84], [1.07, -1.62, 0.55], [-0.33, 1.88, 0.84], [0.71, 0.34, 4.74], [1.10, 3.50, -1.78], [1.71, 0.69, -0.50], [-1.07, 1.40, 0.57], [1.03, -0.56, -0.03], [0.82, 1.06, 1.47], [-1.60, -4.22, 0.79], [-1.37, -0.27, -0.21], [-0.42, 2.32, 2.16], [-0.01, 1.60, -0.91], [0.88, 1.20, 1.79], [0.33, 1.24, 0.21], [0.21, -0.76, -0.17], [0.15, -0.49, -0.20], [-0.40, -1.03, 0.36], [-0.38, -0.23, -4.30], [0.68, -1.15, 1.30], [-1.13, -2.18, 0.21], [0.17, -0.34, 0.52], [0.43, 0.35, 0.29], [0.00, 0.00, 0.69], [-0.04, -0.53, -0.57], [0.09, 0.31, -0.29], [0.05, 0.37, -0.44], [0.32, -0.39, -0.20], [0.58, -0.71, -0.61], [-0.36, 1.04, 0.06], [-0.20, 0.24, -1.64], [-1.02, 0.05, 0.49], [-0.24, 0.24, 0.32], [1.23, -0.32, 0.10], [-1.25, -0.36, -0.63]], "homo_lumo_gap_ha": 0.314, "smiles": "Cc1nc([C@H]2CCCO2)c2c(N3CCc4noc(C5CC5)c4C3)ncnn12", "spin_multiplicity": 1, "homo_ev": -8.31, "lumo_ev": 0.2}